# 1
{"formula": "C43H38GeO2P2TeTl", "method": "ωB97M-V/def2-TZVPD", "relative_energy_kcal_mol": 11.3, "homo_lumo_gap_ev": 7.7, "homo_energy_ha": -0.3702, "charge": 1, "total_energy_ev": -136380.95441, "symbols": ["Tl", "O", "P", "C", "P", "O", "C", "C", "C", "C", "C", "C", "C", "C", "C", "C", "C", "C", "C", "C", "C", "C", "C", "C", "C", "C", "C", "C", "C", "C", "H", "H", "H", "H", "H", "H", "H", "H", "H", "H", "H", "H", "H", "H", "H", "H", "H", "H", "H", "H", "H", "H", "Ge", "C", "C", "C", "C", "C", "C", "C", "C", "C", "C", "C", "C", "H", "H", "H", "H", "H", "H", "H", "H", "H", "H", "H", "Te", "C", "C", "C", "C", "C", "C", "H", "H", "H", "H", "H"], "coordinates": [[-0.1802, 1.4211, -0.4325], [0.2065, -0.9648, -0.6005], [-0.4727, -2.1376, -1.2501], [-2.3020, -2.0514, -1.0881], [-2.9411, -0.7525, 0.0143], [-2.4009, 0.6015, -0.3572], [-2.5936, -1.2093, 1.7080], [-2.5009, -2.5267, 2.1465], [-2.3260, -2.7959, 3.4956], [-2.2511, -1.7530, 4.4075], [-2.3442, -0.4368, 3.9744], [-2.5141, -0.1634, 2.6279], [-4.7203, -0.7901, -0.1863], [-5.4657, -1.9033, 0.2014], [-6.8378, -1.9087, 0.0245], [-7.4681, -0.8016, -0.5323], [-6.7298, 0.3085, -0.9123], [-5.3523, 0.3171, -0.7432], [-0.0960, -2.2884, -2.9884], [-0.9203, -2.9747, -3.8782], [-0.5283, -3.1403, -5.1968], [0.6896, -2.6274, -5.6259], [1.5092, -1.9406, -4.7418], [1.1173, -1.7629, -3.4255], [0.0124, -3.6751, -0.4528], [0.2487, -3.6457, 0.9230], [0.5792, -4.8098, 1.5964], [0.6817, -6.0078, 0.9006], [0.4683, -6.0381, -0.4699], [0.1358, -4.8751, -1.1494], [-2.6751, -3.0262, -0.7661], [-2.7552, -1.8377, -2.0599], [-2.5514, -3.3517, 1.4464], [-2.2492, -3.8208, 3.8338], [-2.1200, -1.9670, 5.4601], [-2.2873, 0.3759, 4.6870], [-2.5959, 0.8602, 2.2821], [-4.9824, -2.7607, 0.6571], [-7.4189, -2.7699, 0.3254], [-8.5417, -0.8062, -0.6658], [-7.2249, 1.1692, -1.3411], [-4.7627, 1.1756, -1.0368], [-1.8673, -3.3884, -3.5505], [-1.1696, -3.6699, -5.8882], [0.9984, -2.7617, -6.6541], [2.4572, -1.5407, -5.0747], [1.7491, -1.2153, -2.7367], [0.2024, -2.7057, 1.4602], [0.7701, -4.7775, 2.6613], [0.9411, -6.9176, 1.4259], [0.5695, -6.9674, -1.0143], [-0.0116, -4.9056, -2.2213], [0.8162, 1.6131, 1.9511], [2.1764, 2.9996, 1.7916], [1.8768, 4.3078, 2.1681], [2.8242, 5.3161, 2.0506], [4.0868, 5.0245, 1.5575], [4.3990, 3.7250, 1.1804], [3.4490, 2.7213, 1.2907], [1.5294, -0.0799, 2.5390], [2.4314, -0.7939, 1.7491], [3.0431, -1.9375, 2.2390], [2.7470, -2.3896, 3.5183], [1.8363, -1.6996, 4.3048], [1.2346, -0.5455, 3.8191], [-0.3005, 2.1223, 2.8750], [0.8947, 4.5483, 2.5603], [2.5785, 6.3265, 2.3497], [4.8289, 5.8073, 1.4716], [5.3896, 3.4935, 0.8093], [3.7141, 1.7135, 0.9904], [2.6410, -0.4739, 0.7350], [3.7447, -2.4824, 1.6203], [3.2279, -3.2805, 3.9016], [1.6039, -2.0511, 5.3020], [0.5370, -0.0051, 4.4477], [-0.5931, 2.2580, -2.9703], [1.4906, 2.3544, -3.3207], [2.0055, 1.8715, -4.5205], [3.3727, 1.9027, -4.7602], [4.2418, 2.4019, -3.8004], [3.7327, 2.8956, -2.6082], [2.3646, 2.8845, -2.3738], [1.3406, 1.4684, -5.2748], [3.7588, 1.5342, -5.7022], [5.3075, 2.4166, -3.9862], [4.3950, 3.3121, -1.8601], [1.9961, 3.3213, -1.4509]], "atomic_forces_ev_per_a": [[-0.1, -0.1, -0.1], [0.0, 0.1, 0.0], [-0.1, -0.1, 0.1], [0.0, -0.1, 0.0], [0.0, -0.1, -0.2], [-0.1, 0.1, 0.1], [0.1, 0.1, 0.0], [0.0, 0.0, 0.0], [0.0, 0.0, 0.0], [0.0, 0.0, 0.0], [0.0, 0.0, 0.0], [0.0, 0.0, 0.0], [0.0, 0.0, 0.0], [0.0, 0.0, 0.0], [0.0, 0.0, 0.0], [0.0, 0.0, 0.0], [0.0, 0.0, 0.0], [0.0, 0.0, 0.0], [-0.1, 0.0, -0.1], [0.0, 0.0, 0.0], [0.0, 0.0, 0.0], [0.0, 0.0, 0.0], [0.0, 0.0, 0.0], [0.0, 0.0, 0.0], [0.0, 0.0, 0.1], [0.1, 0.1, 0.0], [0.0, -0.1, 0.0], [0.0, 0.0, 0.0], [0.0, 0.0, 0.0], [0.0, 0.0, 0.0], [-0.1, 0.0, 0.0], [0.1, 0.1, 0.0], [0.0, 0.0, 0.0], [0.0, 0.0, 0.0], [0.0, 0.0, 0.0], [0.0, 0.0, 0.0], [0.0, 0.0, 0.0], [0.0, 0.0, 0.0], [0.0, 0.0, 0.0], [0.0, 0.0, 0.0], [0.0, 0.0, 0.0], [0.0, 0.0, 0.0], [0.0, 0.0, 0.0], [0.0, 0.0, 0.0], [0.0, 0.0, 0.0], [0.0, 0.0, 0.0], [0.0, 0.0, 0.0], [0.0, 0.0, 0.0], [0.0, 0.0, 0.0], [0.0, 0.0, 0.0], [0.0, 0.0, 0.0], [0.0, 0.0, 0.0], [0.1, 0.3, 0.0], [0.0, 0.0, 0.0], [-0.1, 0.0, 0.0], [0.0, 0.0, 0.0], [0.0, 0.0, 0.0], [0.0, 0.0, 0.0], [0.0, -0.1, 0.0], [0.1, -0.1, 0.0], [0.0, 0.0, 0.0], [0.0, 0.0, 0.0], [0.0, 0.0, 0.0], [0.0, 0.0, 0.0], [0.0, 0.0, 0.0], [0.0, 0.0, 0.0], [0.0, 0.0, 0.0], [0.0, 0.0, 0.0], [0.0, 0.0, 0.0], [0.0, 0.0, 0.0], [0.0, 0.0, 0.0], [0.0, 0.0, 0.0], [0.0, 0.0, 0.0], [0.0, 0.0, 0.0], [0.0, 0.0, 0.0], [0.0, 0.0, 0.0], [0.0, -0.1, 0.0], [0.2, 0.0, 0.0], [-0.1, -0.1, 0.0], [0.0, 0.0, 0.0], [0.0, 0.0, 0.0], [0.0, 0.0, 0.0], [0.0, 0.1, 0.0], [0.0, 0.0, 0.0], [0.0, 0.0, 0.0], [0.0, 0.0, 0.0], [0.0, 0.0, 0.0], [0.0, 0.0, 0.0]]}



# 2
{"formula": "C19H21N5O2S", "method": "ωB97M-V/def2-TZVPD", "relative_energy_kcal_mol": 16.0, "homo_lumo_gap_ev": 8.4, "homo_energy_ha": -0.2905, "smiles": "CCOc1ccc2nc(NC(=O)C3CCN(c4cnccn4)CC3)sc2c1", "total_energy_ev": -42425.44387, "symbols": ["C", "C", "O", "C", "C", "C", "C", "N", "C", "N", "C", "O", "C", "C", "C", "N", "C", "C", "N", "C", "C", "N", "C", "C", "S", "C", "C", "H", "H", "H", "H", "H", "H", "H", "H", "H", "H", "H", "H", "H", "H", "H", "H", "H", "H", "H", "H", "H"], "coordinates": [[9.4126, -1.7273, 0.4522], [8.4157, -0.6078, 0.1958], [7.1182, -1.1620, 0.2909], [6.0362, -0.3650, 0.0922], [6.0981, 1.0025, -0.2007], [4.9483, 1.7412, -0.3897], [3.7105, 1.1207, -0.2880], [2.4912, 1.7197, -0.4497], [1.5418, 0.8724, -0.2916], [0.2182, 1.2218, -0.4030], [-0.8016, 0.3284, -0.2321], [-0.5876, -0.8343, 0.0285], [-2.1953, 0.9136, -0.3709], [-2.8291, 0.9510, 1.0302], [-4.3481, 1.0367, 0.9484], [-4.8804, -0.1218, 0.2643], [-6.2133, -0.3310, 0.1638], [-7.1773, 0.4952, 0.7875], [-8.4630, 0.2492, 0.6992], [-8.8503, -0.8107, -0.0071], [-7.9192, -1.6177, -0.6359], [-6.6191, -1.3876, -0.5558], [-3.9510, -0.8976, -0.5299], [-3.0420, 0.0390, -1.3184], [1.9903, -0.7863, 0.0797], [3.6533, -0.2595, 0.0090], [4.8002, -1.0002, 0.1981], [9.2513, -2.1475, 1.4410], [10.4261, -1.3421, 0.3877], [9.2815, -2.5155, -0.2839], [8.5729, -0.1827, -0.8054], [8.5419, 0.1899, 0.9412], [7.0516, 1.4991, -0.2829], [4.9978, 2.7942, -0.6154], [0.0430, 2.1927, -0.6209], [-2.1302, 1.9297, -0.7705], [-2.5499, 0.0470, 1.5732], [-2.4501, 1.8081, 1.5890], [-4.6376, 1.9610, 0.4253], [-4.7571, 1.0809, 1.9641], [-6.9063, 1.3702, 1.3601], [-9.9131, -0.9920, -0.0618], [-8.2067, -2.4769, -1.2274], [-4.5429, -1.5225, -1.1994], [-3.3464, -1.5487, 0.1094], [-2.3901, -0.5526, -1.9614], [-3.6578, 0.6781, -1.9534], [4.7646, -2.0529, 0.4243]], "atomic_forces_ev_per_a": [[-0.4, 0.2, -0.1], [0.4, 0.1, 0.0], [0.0, -0.2, 0.0], [-0.4, 0.0, 0.0], [0.3, -0.1, 0.0], [-0.3, -0.1, 0.0], [0.5, -0.8, 0.2], [-0.8, 0.6, -0.2], [0.6, -0.5, 0.1], [-0.1, 0.2, -0.1], [-0.4, 0.7, -0.2], [-0.3, -0.3, 0.0], [0.1, -0.2, 0.1], [-0.1, 0.1, -0.1], [0.0, 0.2, 0.2], [0.3, 0.1, 0.1], [-0.6, -0.4, -0.2], [0.3, 0.1, 0.0], [-0.2, 0.0, 0.0], [-0.1, -0.1, -0.1], [-0.1, 0.1, 0.1], [0.2, 0.2, 0.2], [0.2, -0.2, -0.4], [0.0, -0.1, 0.1], [0.5, 0.2, 0.0], [-0.1, 0.5, -0.1], [0.3, 0.0, 0.0], [0.0, 0.0, 0.1], [0.1, 0.0, 0.0], [0.0, -0.1, -0.1], [-0.1, 0.0, 0.1], [-0.1, 0.0, -0.1], [0.1, 0.0, 0.0], [0.0, 0.1, 0.0], [0.0, -0.1, 0.0], [0.0, 0.0, 0.0], [0.0, 0.0, 0.0], [0.0, 0.0, 0.1], [0.0, 0.0, 0.1], [0.0, 0.1, -0.1], [0.2, 0.1, 0.0], [-0.1, -0.1, -0.1], [-0.1, 0.0, 0.0], [0.2, 0.1, 0.1], [0.0, 0.0, -0.1], [0.0, 0.0, -0.1], [0.0, 0.0, 0.0], [0.1, -0.2, 0.0]]}



# 3
{"formula": "C51H44BrClF4N5O6TaTe", "method": "ωB97M-V/def2-TZVPD", "relative_energy_kcal_mol": 14.1, "homo_lumo_gap_ev": 4.2, "homo_energy_ha": -0.4230, "charge": 2, "total_energy_ev": -175596.02121, "symbols": ["Ta", "C", "N", "C", "C", "C", "N", "C", "C", "F", "C", "F", "C", "C", "F", "C", "F", "H", "H", "H", "H", "H", "H", "H", "H", "H", "H", "H", "Br", "C", "C", "C", "C", "C", "C", "N", "C", "C", "C", "C", "C", "C", "N", "H", "H", "H", "H", "H", "H", "H", "H", "H", "C", "C", "C", "C", "C", "O", "C", "C", "C", "C", "C", "C", "C", "O", "C", "C", "C", "N", "C", "C", "Te", "C", "C", "C", "C", "C", "C", "C", "C", "C", "C", "C", "C", "H", "H", "H", "H", "H", "H", "H", "H", "H", "H", "H", "H", "H", "H", "H", "H", "H", "H", "H", "H", "H", "H", "H", "H", "O", "Cl", "O", "O", "O"], "coordinates": [[0.9857, 0.0998, 1.3927], [-0.5921, 1.6439, 4.1863], [-0.9733, 0.9562, 2.9331], [-1.8479, 1.9023, 2.2000], [-1.7345, -0.2718, 3.2740], [-1.4809, -1.3654, 2.2787], [-0.0241, -1.4854, 2.1045], [0.4668, -2.8208, 2.0501], [1.7474, -3.1108, 2.5254], [2.5030, -2.1048, 3.0109], [2.2836, -4.3783, 2.5255], [3.4981, -4.5532, 3.0405], [1.5739, -5.4401, 2.0037], [0.3256, -5.1791, 1.4818], [-0.3915, -6.1586, 0.9462], [-0.2208, -3.9059, 1.5047], [-1.4334, -3.7277, 0.9695], [-1.4944, 1.9415, 4.7257], [-0.0231, 2.5434, 3.9579], [-0.0012, 1.0011, 4.8264], [-2.7636, 2.0758, 2.7693], [-2.1190, 1.4995, 1.2330], [-1.3415, 2.8549, 2.0802], [-2.8051, -0.0595, 3.3154], [-1.4214, -0.6008, 4.2654], [-1.9526, -1.1413, 1.3237], [-1.9037, -2.2908, 2.6599], [1.9789, -6.4428, 2.0015], [4.3613, -1.9139, 8.0871], [3.6546, -1.0369, 6.5928], [2.3346, -1.2642, 6.2229], [1.8196, -0.6238, 5.1132], [2.6072, 0.2613, 4.3902], [3.9355, 0.4608, 4.7442], [4.4614, -0.1880, 5.8475], [2.0307, 0.9614, 3.2654], [2.3989, 2.1664, 3.0867], [1.8731, 2.9405, 1.9640], [2.3365, 4.1973, 1.6588], [1.7894, 4.8676, 0.5689], [0.7673, 4.2654, -0.1384], [0.3538, 2.9919, 0.2244], [0.9021, 2.3343, 1.2481], [1.7222, -1.9467, 6.7956], [0.8058, -0.8326, 4.7973], [4.5859, 1.0696, 4.1270], [5.4979, -0.0468, 6.1201], [3.0898, 2.6547, 3.7692], [3.1148, 4.6443, 2.2642], [2.1585, 5.8440, 0.2832], [0.2925, 4.7636, -0.9726], [-0.4378, 2.4850, -0.3100], [-1.9591, 0.4381, -5.5834], [-1.4739, 0.3612, -4.1639], [-2.2943, 0.6236, -3.0767], [-1.8451, 0.5430, -1.7622], [-2.9106, 0.7523, -0.7269], [-3.1056, -0.0741, 0.1434], [-3.7308, 1.9949, -0.7854], [-4.9965, 1.9765, -0.2025], [-5.7934, 3.1083, -0.2369], [-5.3209, 4.2715, -0.8335], [-4.0493, 4.3057, -1.3922], [-3.2600, 3.1664, -1.3793], [-0.5134, 0.2058, -1.5042], [-0.0201, 0.1276, -0.1868], [0.3364, -0.0256, -2.5763], [-0.1623, 0.0425, -3.8730], [1.7904, -0.4075, -2.5384], [2.2357, -1.5567, -2.2272], [1.3694, -2.6643, -1.7834], [0.8067, -3.4779, -2.9547], [-0.6460, -4.9069, -2.2458], [-2.4092, -3.8587, -2.7425], [-3.2562, -3.3942, -1.7421], [-4.4481, -2.7612, -2.0748], [-4.8002, -2.5926, -3.4051], [-3.9594, -3.0614, -4.4054], [-2.7660, -3.6921, -4.0785], [2.7423, 0.6202, -3.0636], [4.0337, 0.2422, -3.4202], [4.9421, 1.1869, -3.8698], [4.5718, 2.5228, -3.9674], [3.2793, 2.9039, -3.6343], [2.3685, 1.9546, -3.1942], [-2.9492, 0.8865, -5.6430], [-2.0115, -0.5577, -6.0190], [-1.2713, 1.0256, -6.1936], [-3.3294, 0.8886, -3.2441], [-5.3479, 1.0632, 0.2612], [-6.7850, 3.0850, 0.1954], [-5.9493, 5.1519, -0.8727], [-3.6828, 5.2147, -1.8510], [-2.2771, 3.1878, -1.8380], [0.5375, -0.1359, -4.6837], [0.5371, -2.3086, -1.1666], [1.9846, -3.3205, -1.1670], [1.5956, -4.0165, -3.4756], [0.2810, -2.8434, -3.6655], [-2.9931, -3.5308, -0.7008], [-5.1085, -2.4158, -1.2885], [-5.7377, -2.1165, -3.6652], [-4.2500, -2.9665, -5.4440], [-2.1307, -4.0847, -4.8642], [4.3114, -0.8006, -3.3397], [5.9401, 0.8815, -4.1556], [5.2845, 3.2584, -4.3172], [2.9786, 3.9396, -3.7390], [1.3508, 2.2518, -2.9657], [4.4442, -0.6186, -0.5632], [3.4914, -0.2329, 0.3684], [3.9997, 0.0109, 1.6775], [2.3709, -1.2591, 0.5142], [2.6657, 0.9508, -0.0029]], "atomic_forces_ev_per_a": [[-2.7, -0.4, -0.3], [-0.1, 0.1, 0.0], [0.4, -0.1, -0.4], [-0.1, 0.0, 0.0], [-0.1, 0.0, 0.2], [-0.1, 0.2, 0.1], [1.0, 0.1, -0.3], [0.5, -0.1, -0.1], [0.0, 0.2, 0.2], [-0.1, 0.0, -0.1], [0.0, -0.1, 0.0], [0.0, 0.0, 0.0], [0.0, 0.0, 0.0], [-0.1, 0.0, 0.0], [0.0, 0.0, 0.1], [-0.3, 0.2, -0.1], [0.0, 0.0, 0.1], [0.0, 0.0, 0.0], [-0.1, 0.0, 0.0], [0.0, 0.0, 0.0], [0.0, 0.0, 0.0], [0.1, 0.0, 0.2], [-0.1, 0.0, 0.1], [0.0, 0.1, 0.1], [0.0, 0.0, 0.0], [0.0, -0.1, 0.0], [0.1, 0.0, 0.0], [0.0, 0.0, 0.0], [0.0, 0.0, 0.1], [0.0, 0.0, 0.0], [0.0, 0.0, 0.0], [-0.1, 0.0, 0.0], [-0.1, -0.1, 0.0], [0.1, 0.0, -0.1], [0.0, 0.0, 0.0], [0.4, -0.5, -0.2], [0.1, 0.5, -0.1], [-0.1, -0.1, 0.1], [0.1, 0.3, 0.1], [0.0, 0.0, 0.0], [-0.1, 0.0, 0.0], [0.0, 0.0, 0.0], [0.3, 0.0, -0.2], [0.0, 0.0, 0.0], [0.0, -0.1, 0.0], [0.0, 0.0, 0.0], [0.0, 0.0, 0.0], [-0.1, 0.0, 0.1], [0.0, 0.0, 0.0], [0.0, 0.0, 0.0], [0.0, 0.0, 0.0], [0.1, 0.0, -0.1], [0.0, 0.0, 0.1], [-0.1, 0.0, 0.0], [0.0, 0.0, 0.0], [-0.3, 0.1, 0.1], [0.1, 0.0, 0.1], [-0.1, -0.1, -0.2], [0.1, -0.1, -0.1], [-0.1, 0.0, 0.1], [0.0, 0.0, 0.0], [0.0, 0.0, 0.0], [0.0, 0.0, 0.0], [0.1, 0.0, 0.0], [0.1, 0.0, 0.3], [0.0, 0.2, 0.0], [0.3, -0.4, 0.0], [0.1, 0.1, -0.1], [0.2, -0.3, 0.1], [-0.2, -0.2, -0.1], [-0.1, 0.5, -0.3], [-0.1, 0.2, 0.3], [0.2, -0.2, -0.2], [0.2, 0.2, 0.0], [0.0, 0.1, 0.1], [0.0, 0.0, 0.1], [0.0, 0.0, 0.0], [0.1, 0.0, -0.1], [-0.1, 0.0, 0.0], [-0.1, -0.1, 0.1], [0.1, 0.0, 0.0], [0.0, 0.0, 0.0], [0.0, 0.0, 0.0], [0.0, 0.0, 0.0], [-0.1, 0.1, 0.1], [0.0, 0.0, 0.0], [0.0, -0.1, 0.0], [0.0, 0.0, 0.0], [-0.1, 0.0, 0.0], [0.0, 0.0, 0.0], [0.0, 0.0, 0.0], [0.0, 0.0, 0.0], [0.0, 0.0, 0.0], [0.0, 0.0, -0.1], [0.0, 0.0, 0.0], [-0.1, 0.0, 0.0], [0.0, 0.0, 0.1], [0.0, 0.0, 0.0], [0.0, 0.0, -0.1], [0.0, 0.0, -0.1], [0.0, 0.0, 0.0], [0.0, 0.0, 0.0], [0.0, 0.0, 0.0], [0.0, 0.0, 0.0], [0.0, 0.0, 0.0], [0.0, 0.0, 0.0], [0.0, 0.0, 0.0], [0.0, 0.0, 0.0], [0.0, 0.0, 0.0], [-0.3, 0.1, 0.0], [1.1, 0.1, 0.2], [0.2, -0.3, -0.4], [0.0, 0.2, 0.7], [0.1, -0.4, 0.4]]}



Which formula does entry 3 have?
C51H44BrClF4N5O6TaTe